[1]
DFT (the ωB97M-V functional and the def2-TZVPD basis) results for a 3-piece molecular cluster, C2H8O4 overall in a non-equilibrium geometry.

Net charge: 0
Multiplicity: 1
Structure (SMILES): CC(=O)O.O.O
HOMO: -10.332 eV
ΔE to the lowest compared entry with this formula, charge and spin: 24.7 kcal per mole
Orbital gap: 11.0 eV

Positions of all 14 atoms, in Å:
C 0.250 1.887 -0.145
C -0.304 0.497 0.265
O 0.501 -0.294 0.706
O -1.618 0.454 0.531
H 1.062 2.022 0.569
H 0.479 1.996 -1.190
H -0.491 2.575 0.284
H -1.692 0.036 1.416
O -1.288 -1.236 2.675
H -0.348 -1.156 2.429
H -1.354 -2.196 2.718
O 1.403 -1.759 -3.198
H 1.433 -1.798 -4.140
H 1.968 -1.029 -2.919

Results of the Löwdin charge analysis, in e, for atoms 1 through 8:
1. C 0.021
2. C -0.533
3. O 0.058
4. O 0.082
5. H 0.083
6. H 0.072
7. H 0.082
8. H 0.084



[2]
DFT (the ωB97M-V functional and the def2-TZVPD basis) results for a 3-piece molecular cluster, C2H8O6 overall in a non-equilibrium geometry.

Net charge: 0
Multiplicity: 1
Structure (SMILES): COOO.C=O.OO
HOMO: -9.946 eV
ΔE to the lowest compared entry with this formula, charge and spin: 23.6 kcal per mole
Orbital gap: 10.4 eV

Positions of all 16 atoms, in Å:
C 1.753 1.165 1.078
O 2.497 0.001 0.701
O 1.683 -1.138 0.762
O 1.020 -1.305 -0.499
H 1.439 1.091 2.120
H 0.888 1.316 0.430
H 2.470 1.977 0.963
H 1.675 -1.774 -1.042
C -1.662 0.766 -1.195
O -1.333 1.371 -0.143
H -2.615 0.979 -1.695
H -0.947 0.181 -1.790
O -2.333 -0.748 -0.149
O -1.706 -2.022 -0.002
H -2.070 -0.031 0.610
H -0.759 -1.828 -0.149

Results of the Löwdin charge analysis, in e, for atoms 1 through 8:
1. C -0.055
2. O -0.140
3. O -0.095
4. O -0.028
5. H 0.092
6. H 0.061
7. H 0.096
8. H 0.119



[3]
DFT (the ωB97M-V functional and the def2-TZVPD basis) results for one molecule with the formula C2H8OP2 in a non-equilibrium geometry.

Net charge: 0
Multiplicity: 1
Structure (SMILES): C[C@H](O)[PH]#[PH2]
HOMO: -8.701 eV
ΔE to the lowest compared entry with this formula, charge and spin: 47.3 kcal per mole
Orbital gap: 9.4 eV

Positions of all 13 atoms, in Å:
C -0.751 -1.222 -0.099
C -0.991 0.390 -0.049
O -1.112 1.281 -1.074
P 0.759 1.171 0.776
P 2.140 -0.336 0.376
H -0.580 -1.616 0.929
H -1.711 -1.693 -0.487
H -0.047 -1.309 -0.950
H -1.808 0.229 0.573
H -0.553 2.115 -1.055
H 0.353 1.105 2.163
H 2.888 0.614 -0.489
H 1.412 -0.727 -0.613

Results of the Löwdin charge analysis, in e, for atoms 1 through 8:
1. C -0.165
2. C -0.562
3. O -0.145
4. P 0.547
5. P 0.477
6. H 0.082
7. H 0.083
8. H 0.028



[4]
DFT (the ωB97M-V functional and the def2-TZVPD basis) results for a 2-piece molecular cluster, C2H8OS overall.

Net charge: 0
Multiplicity: 1
Structure (SMILES): CSC.O
HOMO: -8.441 eV
ΔE to the lowest compared entry with this formula, charge and spin: 6.4 kcal per mole
Orbital gap: 9.2 eV

Positions of all 12 atoms, in Å:
C 0.111 0.540 0.703
S -0.752 0.510 -0.896
C -2.184 -0.488 -0.416
H 1.143 0.855 0.593
H 0.084 -0.455 1.146
H -0.412 1.227 1.368
H -3.016 -0.149 -1.028
H -2.020 -1.551 -0.577
H -2.469 -0.277 0.614
O 3.111 -0.735 1.194
H 2.868 -1.655 1.359
H 3.164 -0.748 0.229

Results of the Löwdin charge analysis, in e, for atoms 1 through 8:
1. C -0.443
2. S 0.714
3. C -0.442
4. H 0.012
5. H 0.029
6. H 0.030
7. H 0.021
8. H 0.029



[5]
DFT (the ωB97M-V functional and the def2-TZVPD basis) results for a 2-piece molecular cluster, C2H8OS2 overall in a non-equilibrium geometry.

Net charge: 0
Multiplicity: 1
Structure (SMILES): CSSC.O
HOMO: -8.561 eV
ΔE to the lowest compared entry with this formula, charge and spin: 17.5 kcal per mole
Orbital gap: 9.2 eV

Positions of all 13 atoms, in Å:
C 0.009 -1.735 0.430
S 0.473 -1.474 -1.305
S 2.307 -0.571 -1.106
C 1.863 1.124 -0.678
H 0.193 -2.783 0.675
H -1.063 -1.522 0.533
H 0.455 -1.012 1.106
H 0.882 1.580 -0.573
H 2.426 1.785 -1.352
H 2.385 1.344 0.261
O -3.191 1.082 0.364
H -3.608 0.306 0.768
H -3.131 1.877 0.879

Results of the Löwdin charge analysis, in e, for atoms 1 through 8:
1. C -0.477
2. S 0.407
3. S 0.420
4. C -0.504
5. H 0.024
6. H 0.020
7. H 0.026
8. H 0.045



[6]
DFT (the ωB97M-V functional and the def2-TZVPD basis) results for a 2-piece molecular cluster, C2H8OS2 overall in a non-equilibrium geometry.

Net charge: 0
Multiplicity: 1
Structure (SMILES): CCO.SS
HOMO: -9.887 eV
ΔE to the lowest compared entry with this formula, charge and spin: 36.6 kcal per mole
Orbital gap: 9.7 eV

Positions of all 13 atoms, in Å:
C -2.092 -0.085 -1.095
C -0.910 -1.001 -1.030
O 0.318 -0.144 -1.247
H -2.077 0.434 -1.973
H -3.162 -0.662 -1.072
H -1.968 0.588 -0.206
H -0.813 -1.812 -1.873
H -0.774 -1.480 -0.062
H 0.987 0.034 -0.535
S 2.373 1.995 1.769
S 2.094 -0.089 2.188
H 2.635 2.656 2.922
H 3.390 -0.435 2.214

Results of the Löwdin charge analysis, in e, for atoms 1 through 8:
1. C -0.114
2. C -0.283
3. O -0.165
4. H 0.023
5. H 0.130
6. H 0.089
7. H 0.136
8. H 0.091